The following is a quantum chemistry calculation of one molecule with the formula C5H10N2O at a distorted geometry, from the OMol25 dataset.

Geometry as XYZ:
```
18
Properties=species:S:1:pos:R:3:forces:R:3:lowdin_charge:R:1
C -0.666581 1.074471 1.546450 0.46 0.22 -0.38 -0.1342
C -1.209051 0.781893 0.168151 -1.37 -0.55 0.17 -0.1561
C -1.366684 -0.518822 -0.324933 -0.37 1.58 -0.70 -0.4753
O -2.512915 -0.966640 -0.913607 0.07 0.04 -0.08 0.0552
N -0.317662 -1.333664 -0.394340 1.21 0.67 0.98 0.1273
C 0.784428 -0.580851 -0.564219 0.19 -1.99 -1.46 -0.4013
C 2.013233 -0.925615 0.225633 0.03 0.30 0.08 -0.0154
N 1.021906 0.068492 -1.745214 -0.17 -0.14 0.98 0.1616
H -0.158314 0.205596 1.961531 0.10 0.01 0.06 0.0598
H -1.466584 1.353577 2.240062 -0.01 -0.08 -0.05 0.0629
H 0.025933 1.921934 1.526844 0.14 -0.07 0.18 0.0594
H -1.934582 1.520603 -0.173822 -0.29 -0.16 0.10 0.0791
H -3.244788 -0.416918 -0.608726 0.14 -0.02 0.03 0.1016
H 2.739497 -0.113048 0.224958 0.04 0.01 -0.04 0.0800
H 1.741090 -1.158776 1.250331 -0.01 -0.06 -0.02 0.0762
H 2.475816 -1.803349 -0.232482 -0.06 0.03 0.04 0.0942
H 0.226446 0.258502 -2.334857 0.09 0.12 0.04 0.1193
H 1.848811 0.632615 -1.851761 -0.19 0.08 0.06 0.1056
```
Positions in Å, forces in eV/Å.

Highest occupied orbital energy = -0.25396 Ha
Gap between HOMO and LUMO = 7.689 eV
SMILES = C/C=C(O)\N=C(\C)N
2S+1 = 1

=====

The following is a quantum chemistry calculation of one molecule with the formula CH5FSi at a distorted geometry, from the OMol25 dataset.

Geometry as XYZ:
```
8
Properties=species:S:1:pos:R:3:forces:R:3:lowdin_charge:R:1
F -1.948849 -0.154063 -0.496796 0.79 1.02 0.04 -0.1364
C -0.885300 0.448252 0.224611 1.40 -1.00 -1.19 -0.3499
Si 0.831501 -0.402177 -0.174143 -1.86 0.42 -1.74 0.6879
H -1.170818 0.426158 1.221183 -0.38 -0.66 2.15 0.0343
H -0.692784 1.511145 0.119306 -0.73 0.43 -1.20 0.0551
H 1.864323 0.170624 0.566632 1.23 1.12 0.99 -0.1195
H 1.130920 -0.229022 -1.663708 -0.24 -0.12 0.84 -0.0620
H 0.871005 -1.770919 0.202917 -0.20 -1.21 0.12 -0.1093
```
Positions in Å, forces in eV/Å.

Highest occupied orbital energy = -0.40924 Ha
Gap between HOMO and LUMO = 12.222 eV
SMILES = FC[SiH3]
2S+1 = 1

=====

The following is a quantum chemistry calculation of a 2-piece molecular cluster, C3H5NO3 overall at a distorted geometry, from the OMol25 dataset.

Geometry as XYZ:
```
12
Properties=species:S:1:pos:R:3:forces:R:3:lowdin_charge:R:1
O -1.778020 1.042951 -0.154566 -0.15 -0.76 -1.64 0.0472
N -1.634755 1.564970 0.902936 -0.31 -0.94 2.08 -0.3100
O -1.761049 2.726102 1.162351 0.21 0.76 0.40 0.0726
H -1.453841 0.876140 1.713150 0.03 0.94 -0.67 0.2071
C 1.111959 -0.083488 -1.054926 -1.53 4.32 2.75 -0.1135
C 0.852366 -1.379095 -0.479544 3.13 -2.63 -2.93 -0.1998
C 0.221656 -1.598816 0.572853 -3.12 -1.04 4.51 -0.2463
O -0.401000 -1.814354 1.552230 0.59 0.30 -0.92 0.1379
H 1.312665 -0.124511 -2.066320 0.70 0.04 -2.02 0.0405
H 0.150099 0.613082 -0.920488 2.15 -1.57 -0.55 0.0972
H 1.910149 0.473509 -0.444208 -0.74 -0.74 -1.29 0.1071
H 1.469772 -2.296490 -0.783467 -0.96 1.34 0.27 0.1599
```
Positions in Å, forces in eV/Å.

Highest occupied orbital energy = -0.33519 Ha
Gap between HOMO and LUMO = 9.207 eV
SMILES = O=[NH+][O-].CC=C=O
2S+1 = 1

=====

The following is a quantum chemistry calculation of a 3-piece molecular cluster, C5H11NO overall, from the OMol25 dataset.

Geometry as XYZ:
```
18
Properties=species:S:1:pos:R:3:forces:R:3:lowdin_charge:R:1
C 2.912291 -0.618990 -0.482952 0.01 0.07 0.05 -0.0651
C 1.509006 -0.205784 -0.823591 -0.03 0.31 -0.03 -0.3664
O 1.100210 0.934826 -0.781833 0.21 -0.48 -0.02 -0.0051
H 3.417059 -0.972871 -1.390468 -0.09 0.04 0.10 0.0795
H 2.876203 -1.446245 0.231324 0.01 0.11 -0.11 0.0677
H 3.463205 0.224080 -0.060876 -0.06 -0.11 -0.06 0.0811
H 0.843536 -1.025559 -1.160244 0.04 0.09 0.01 0.1096
C -2.262900 0.420559 -0.814790 -0.05 0.12 0.09 -0.0760
C -2.654484 1.394378 -0.000246 0.04 -0.09 -0.12 -0.0879
H -2.926071 -0.398319 -1.085893 0.08 0.13 0.05 0.0496
H -1.258156 0.418855 -1.231950 -0.17 0.01 0.07 0.0283
H -1.983377 2.211283 0.256872 -0.09 -0.12 -0.04 0.0501
H -3.650932 1.423020 0.434668 0.13 -0.03 -0.09 0.0451
C -0.255050 -0.059740 1.872715 0.15 -0.11 -0.07 -0.1230
N 0.407422 -1.098213 1.570567 -0.31 0.18 0.20 0.0393
H 0.020433 0.887891 1.405834 -0.03 -0.12 0.05 0.0508
H -1.103591 -0.040876 2.566198 0.14 -0.07 -0.07 0.0722
H 0.043517 -1.918471 2.058700 0.03 0.06 -0.02 0.0501
```
Positions in Å, forces in eV/Å.

Highest occupied orbital energy = -0.35429 Ha
Gap between HOMO and LUMO = 10.802 eV
SMILES = CC=O.C=C.C=N
2S+1 = 1

=====

The following is a quantum chemistry calculation of a 2-piece molecular cluster, C3H11NO3 overall at a distorted geometry, from the OMol25 dataset.

Geometry as XYZ:
```
18
Properties=species:S:1:pos:R:3:forces:R:3:lowdin_charge:R:1
O 1.707940 2.283631 -0.701065 0.48 -1.09 0.19 -0.0674
C 0.370269 2.109830 -1.104775 -0.52 -0.09 -0.86 -0.2856
C -0.224062 0.738478 -0.812609 1.52 -1.18 -0.25 -0.2169
N -0.270509 0.459441 0.612697 -0.79 1.56 1.07 -0.0451
C 0.361851 -0.439335 1.569422 -0.79 -0.30 -1.59 -0.2671
O -0.585275 -1.381011 2.118942 0.61 0.83 -0.25 -0.0757
H 2.125034 1.390454 -0.692826 -0.35 1.06 -0.05 0.1020
H 0.232963 2.269176 -2.188166 0.37 -0.07 0.06 0.1146
H -0.229329 2.914324 -0.667377 0.05 -0.14 0.38 0.1184
H 0.396642 -0.053097 -1.265649 0.13 0.26 -0.20 0.1224
H -1.142565 0.680795 -1.402520 -0.53 -0.14 0.67 0.1110
H -0.287457 1.373216 1.032185 -0.28 0.07 0.37 0.0926
H 0.663732 0.190676 2.404779 0.69 -0.10 -0.17 0.1183
H 1.152279 -1.015947 1.085809 0.16 -0.03 0.36 0.1187
H -1.149591 -0.725308 2.544519 -0.72 -0.70 0.20 0.0704
O -0.916194 -3.529140 -1.175726 0.34 0.14 -1.09 -0.0506
H -0.519310 -3.208305 -0.372789 -0.20 -0.02 0.67 0.0113
H -1.686424 -4.057874 -0.984847 -0.16 -0.06 0.48 0.0287
```
Positions in Å, forces in eV/Å.

Highest occupied orbital energy = -0.33735 Ha
Gap between HOMO and LUMO = 9.966 eV
SMILES = OCCNCO.O
2S+1 = 1

=====

The following is a quantum chemistry calculation of C26H50FInN3O6 as an isolated structure at a distorted geometry, from the OMol25 dataset.

Geometry as XYZ:
```
87
Properties=species:S:1:pos:R:3:forces:R:3:lowdin_charge:R:1
C 4.483025 -1.650305 1.464499 -0.59 -0.44 -0.36 0.0194
C 4.603630 -2.255063 0.093523 1.08 -0.94 -0.30 -0.5168
O 5.620664 -2.842530 -0.224509 -0.74 0.63 0.02 0.0873
O 3.544681 -2.177583 -0.748142 0.00 0.55 0.66 -0.0182
C 3.713111 -1.303990 -1.873314 -0.49 -0.02 -0.73 -0.1679
C 2.884226 -0.019111 -1.821269 0.57 -0.43 0.38 -0.1839
C 2.757536 0.581372 -0.443197 -0.01 0.76 -0.08 -0.3315
C 1.911894 1.866621 -0.425856 -0.68 -0.48 0.52 -0.3066
In 0.162136 1.561122 0.948076 0.32 0.20 0.08 0.4746
C -1.332103 0.383598 -0.316142 -0.37 0.59 0.60 -0.4544
O -2.366322 0.792789 -0.773017 0.37 -0.31 -0.43 -0.0226
N -0.901528 -1.025008 -0.708346 0.38 -0.02 -0.15 0.0552
C -1.297081 -1.983574 0.217482 -1.98 -0.09 0.58 -0.5377
O -2.410447 -2.189088 0.662545 2.07 0.22 -0.68 0.1140
F -0.265269 -2.717648 0.665851 -0.05 -0.07 0.03 0.0953
H 3.512792 -1.235516 1.674899 -0.28 0.27 -0.06 0.0688
H 5.253371 -0.904145 1.538284 0.30 0.36 0.20 0.0884
H 4.671457 -2.441027 2.171190 0.28 -0.23 0.35 0.0825
H 4.757921 -1.079231 -2.044450 0.41 -0.08 0.30 0.1188
H 3.376775 -1.878432 -2.724659 0.05 -0.25 -0.35 0.1134
H 1.917722 -0.194395 -2.268063 -0.47 0.01 -0.04 0.1048
H 3.425486 0.697322 -2.429061 -0.08 0.24 -0.43 0.1127
H 2.356368 -0.143902 0.246648 -0.07 -0.39 0.15 0.0409
H 3.763112 0.827598 -0.104482 0.32 -0.10 0.24 0.1044
H 1.564016 2.120148 -1.418457 -0.08 0.09 -0.35 0.0101
H 2.466694 2.720616 -0.062703 0.26 0.24 0.09 0.0074
H 0.677593 0.467348 2.261696 -0.04 0.02 -0.15 -0.1110
H -0.544709 3.063694 1.565699 -0.07 -0.15 -0.13 -0.1361
H -1.284836 -1.231131 -1.623274 -0.39 -0.11 -0.01 0.1167
C 1.997669 5.908753 -6.584341 0.08 0.12 0.06 -0.0319
C 1.550242 5.043555 -5.376898 0.09 0.32 -1.34 -0.4844
C 0.147721 5.447451 -4.912500 -0.21 0.10 0.41 -0.1346
C 0.097140 6.750617 -4.116999 0.08 -0.02 -0.05 -0.1734
C 1.115814 6.725918 -2.979739 -0.42 -0.16 -0.06 -0.1310
C 2.529885 6.416847 -3.466273 0.68 1.17 -0.09 -0.4995
N 2.538584 5.159579 -4.265953 -1.31 -0.42 0.93 -0.0967
O 2.463131 4.139953 -3.485151 0.56 -0.31 -0.09 -0.0106
C 3.072384 7.604832 -4.281007 -0.06 -0.02 -0.19 -0.0404
C 3.465445 6.262492 -2.274684 0.04 -0.32 0.21 -0.0387
C 1.496020 3.600906 -5.864661 0.10 -0.31 0.24 -0.0480
H 3.062145 6.134458 -6.538517 0.00 -0.01 0.04 0.0784
H 1.835952 5.380823 -7.523159 -0.13 -0.09 0.04 0.0757
H 1.451683 6.850331 -6.654452 0.04 0.02 0.06 0.0710
H -0.259156 4.649171 -4.284956 0.11 -0.05 0.02 0.1275
H -0.503578 5.517345 -5.786624 0.05 -0.05 -0.07 0.1233
H 0.266923 7.610016 -4.773044 0.06 -0.01 0.01 0.0996
H -0.904374 6.880366 -3.703103 -0.02 0.00 -0.02 0.1128
H 1.119429 7.684669 -2.457102 0.09 0.03 0.00 0.1230
H 0.811044 5.973256 -2.246486 0.10 -0.08 -0.04 0.1316
H 4.055782 7.372897 -4.692400 0.01 -0.03 0.01 0.0885
H 3.180338 8.471653 -3.629160 0.00 -0.05 0.11 0.0854
H 2.426935 7.913026 -5.099881 0.01 -0.06 0.01 0.0561
H 3.122303 5.499437 -1.579232 0.00 -0.06 -0.09 0.0809
H 3.518320 7.206357 -1.732686 -0.03 0.09 -0.06 0.0857
H 4.472886 6.000405 -2.601776 -0.01 -0.03 -0.02 0.0911
H 2.485436 3.248055 -6.160381 0.01 0.02 0.00 0.0929
H 0.837038 3.544611 -6.730416 -0.02 0.10 -0.06 0.0846
H 1.104492 2.925679 -5.106786 0.10 0.04 0.06 0.0808
C -3.158700 -4.319048 2.997843 -0.20 -0.20 0.09 -0.0234
C -2.856097 -4.590794 4.494041 0.25 0.55 -1.30 -0.4764
C -2.019078 -5.863115 4.651874 -0.04 -0.41 0.30 -0.1353
C -2.804870 -7.161852 4.474155 -0.02 0.08 -0.02 -0.1759
C -4.055201 -7.163109 5.351486 0.43 -0.11 0.05 -0.1393
C -4.932145 -5.934500 5.120964 -1.00 -0.30 -0.84 -0.5028
N -4.126721 -4.692150 5.274387 0.97 -0.87 1.12 -0.0952
O -3.934203 -4.434078 6.521261 -0.29 0.45 0.04 -0.0238
C -5.582016 -6.014059 3.728454 0.10 0.03 -0.14 -0.0376
C -6.083863 -5.921704 6.117492 0.03 0.11 0.36 -0.0479
C -2.031587 -3.410110 4.990741 -0.06 0.12 0.42 -0.0398
H -4.157094 -3.907224 2.860199 0.00 0.01 0.03 0.0865
H -2.477446 -3.588756 2.580209 0.17 0.04 0.05 0.0514
H -3.070626 -5.215359 2.380872 -0.07 -0.01 0.04 0.0780
H -1.567629 -5.869591 5.649674 -0.08 0.08 0.03 0.1216
H -1.194273 -5.826012 3.938422 0.00 0.10 -0.04 0.1266
H -3.069780 -7.308293 3.423667 -0.05 0.03 0.01 0.1013
H -2.170484 -8.008517 4.745939 0.01 0.00 -0.02 0.1093
H -4.644975 -8.063643 5.164998 -0.09 0.03 -0.02 0.1202
H -3.752142 -7.201175 6.402898 -0.03 0.13 0.01 0.1237
H -6.156153 -5.111210 3.519615 0.01 0.03 0.01 0.0914
H -6.268149 -6.861301 3.696022 -0.02 -0.02 0.13 0.0848
H -4.873332 -6.157069 2.917782 0.01 0.05 0.05 0.0587
H -5.736915 -5.956139 7.148316 0.06 0.08 -0.04 0.0771
H -6.715756 -6.793844 5.950376 0.01 -0.04 -0.11 0.0829
H -6.696921 -5.028302 5.991978 0.03 0.03 0.00 0.0906
H -2.603666 -2.483273 4.943475 -0.01 0.00 -0.03 0.0978
H -1.154358 -3.300700 4.355738 -0.02 -0.03 -0.12 0.0918
H -1.685367 -3.549118 6.014030 -0.12 0.00 0.01 0.0761
```
Positions in Å, forces in eV/Å.

Highest occupied orbital energy (spin up / spin down) = -0.17678 / -0.17677 Ha
Gap between HOMO and LUMO (spin up / spin down) = 7.057 / 6.956 eV
2S+1 = 3
Charge = -1

=====

Number 1: calculated total energy -10372.8606 eV. Number 2: calculated total energy -11711.7812 eV. Number 3: calculated total energy -10819.8279 eV. Number 4: calculated total energy -8898.8723 eV. Number 5: calculated total energy -10920.5601 eV. Number 6: calculated total energy -52415.6478 eV.